This record from the OMol25 dataset describes one molecule with the formula C7H12NOP in a non-equilibrium geometry. The level of theory is wB97M-V/def2-TZVPD.

```
22
Properties=species:S:1:pos:R:3:forces:R:3
C 1.1798 1.8051 -2.1136 0.5 -0.5 1.1
C 0.9929 2.1347 -3.3449 -0.4 -0.8 -2.2
C -0.5768 0.4171 1.5934 -0.8 1.3 0.9
C -1.5322 0.0194 2.7340 3.1 -1.0 1.1
C 1.0727 -1.3469 1.4682 -0.1 -2.3 0.8
C -0.4789 -0.5937 -1.7749 0.2 -2.1 2.3
C -0.0879 -0.6429 0.7213 0.6 -1.2 -1.4
N 0.3004 -0.1000 -0.6042 -0.5 -0.9 0.2
O -0.3030 1.5501 1.3010 -0.2 1.0 0.8
P 1.5360 1.0624 -0.7044 -0.3 0.1 0.0
H 1.3765 1.4269 -4.1639 -0.5 1.3 1.0
H 0.2896 2.9277 -3.6312 0.5 -0.1 -0.1
H -1.5670 -1.1093 2.6212 -1.3 1.5 0.4
H -1.1232 0.2124 3.8020 -0.3 -0.2 -1.9
H -2.3045 0.7413 2.6001 -1.5 -0.4 0.0
H 0.7894 -2.4401 1.7867 0.2 2.2 -0.1
H 1.8285 -1.5733 0.7240 0.4 0.4 0.0
H 1.5235 -0.7742 2.3323 -0.6 -0.7 -1.0
H 0.0414 -1.5400 -2.1317 -0.4 1.4 -0.4
H -1.4254 -1.0543 -1.3190 0.8 1.2 -1.1
H -0.5911 0.2230 -2.4823 -0.3 -0.5 -0.2
H -0.9409 -1.3454 0.5860 0.7 0.2 -0.2
```
Forces are in eV/Å.

As for the energy above the lowest of the compared OMol25 structures with the same formula, charge and spin: 157.8 kJ/mol. As for the orbital gap: 8.4 eV. For the total energy, the calculation gives -745.14354 Eh. The calculation puts the LUMO energy at 0.72 eV.

Atomic partial charges in e from the Mulliken method, atoms 1 to 6:
1 C -0.030
2 C -0.318
3 C 0.640
4 C -1.121
5 C -1.352
6 C -0.744

This record from the OMol25 dataset describes a 2-piece molecular cluster, C7H12O overall in a non-equilibrium geometry. The level of theory is wB97M-V/def2-TZVPD.

```
20
Properties=species:S:1:pos:R:3:forces:R:3
C 0.2289 -2.2267 -0.9505 -0.5 -0.9 1.0
C 0.6260 -3.2250 -0.1734 1.0 -1.4 1.2
C -0.4664 0.0697 -1.2620 -0.9 -0.6 -0.6
C -0.2743 -0.9720 -0.4359 -0.5 1.8 -0.1
C 0.3052 3.7131 -0.6274 1.7 0.8 1.7
C 0.1214 2.4177 -1.2549 -1.1 -1.6 -1.9
C -0.7289 1.4568 -0.8710 0.5 0.5 0.5
H 0.2314 -2.4175 -2.0150 0.1 0.4 -0.2
H 0.6924 -3.3389 0.9183 -0.6 1.3 -0.2
H 1.0922 -4.1546 -0.4760 -0.3 0.1 -1.2
H -0.5051 -0.1376 -2.3291 0.6 0.1 -0.1
H -0.4625 -0.7225 0.6279 0.6 -0.8 -0.4
H 1.0466 4.4217 -1.0233 -0.7 -0.2 -0.9
H -0.6164 4.2217 -0.3335 0.3 -0.1 0.2
H 0.9421 3.4073 0.2467 -1.0 0.6 0.2
H 0.6631 2.1257 -2.1537 0.7 0.2 0.3
H -1.4857 1.6680 -0.1291 0.0 -0.1 0.5
H -0.5348 -1.5110 3.3397 -0.3 0.0 0.0
H 0.8515 -1.3378 3.8584 0.0 0.1 0.3
O -0.0689 -1.2450 4.1359 0.4 -0.1 -0.3
```
Forces are in eV/Å.

As for the energy above the lowest of the compared OMol25 structures with the same formula, charge and spin: 240.5 kJ/mol. As for the orbital gap: 9.1 eV. For the total energy, the calculation gives -349.05705 Eh. The calculation puts the LUMO energy at 0.83 eV.

Atomic partial charges in e from the Mulliken method, atoms 1 to 6:
1 C 0.099
2 C -0.939
3 C -0.423
4 C 0.014
5 C -1.031
6 C -0.066

This record from the OMol25 dataset describes C7H12O as an isolated structure in a non-equilibrium geometry. The level of theory is wB97M-V/def2-TZVPD.

```
20
Properties=species:S:1:pos:R:3:forces:R:3
C 1.7515 -0.7020 1.0722 -0.6 -0.1 0.4
C 1.0319 -0.3683 -0.3592 1.7 -2.2 3.4
C -0.1264 -1.2147 -0.7745 -0.7 -2.5 -3.2
C -1.6199 -0.7922 -0.2291 2.3 -0.9 -0.7
C -1.4921 0.6421 0.1549 0.5 3.9 2.1
C -0.0931 1.6264 0.3259 0.9 0.9 0.5
C 0.7102 0.9061 -0.7594 -1.1 4.0 -2.5
H 1.4971 0.3186 1.9604 1.4 -3.7 -2.8
H 3.0426 -0.8627 0.6385 -4.2 0.3 2.2
H 1.0382 -1.9648 1.6859 2.4 3.7 -1.8
H -0.3491 -0.8535 -1.8222 1.0 -1.6 0.4
H 0.0866 -2.3387 -0.6671 -0.7 1.5 -0.4
H -2.4876 -0.8946 -1.1694 2.6 -0.3 3.3
H -1.6169 -1.3869 0.7318 -1.4 0.3 -1.3
H -1.8644 0.7970 1.1948 -0.7 0.2 -1.1
H -1.8926 1.3387 -0.5949 -0.9 -0.6 0.5
H 0.6412 1.6049 1.3178 -2.6 0.1 -2.3
H -0.5507 2.7479 0.1984 1.5 -2.8 0.1
H 0.1949 0.8706 -1.8424 0.7 0.7 2.6
O 2.0985 0.5262 -1.0621 -2.1 -0.9 0.5
```
Forces are in eV/Å.

As for the energy above the lowest of the compared OMol25 structures with the same formula, charge and spin: 943.3 kJ/mol. As for the orbital gap: 10.2 eV. For the total energy, the calculation gives -348.78934 Eh. The calculation puts the LUMO energy at 0.59 eV.

Atomic partial charges in e from the Mulliken method, atoms 1 to 6:
1 C -0.681
2 C 0.898
3 C -1.197
4 C -0.172
5 C -0.756
6 C -0.480